(1)
65
Properties=species:S:1:pos:R:3:forces:R:3 method="wB97M-V/def2-TZVPD" fmax_ha_per_bohr=0.0398 energy_ev=-126713.00332 e_above_lowest_kcal_mol=23.71 spin_multiplicity=1 homo_lumo_gap_ev="6.1594 / 6.1587"
Mo 0.437 -0.043 -0.263 -0.37 0.65 -0.14
C 2.305 4.024 0.406 -0.14 0.01 -0.03
C 1.413 2.875 0.051 0.37 -0.14 0.14
N 1.799 1.656 0.217 -0.10 -0.53 -0.01
N 3.063 1.478 0.709 0.04 0.30 0.15
C 3.579 0.324 0.385 -0.41 -0.50 -0.34
N 4.827 0.061 0.845 0.12 -0.10 0.03
S 2.822 -0.902 -0.600 0.41 0.29 0.16
C 0.080 3.054 -0.528 -0.32 0.19 -0.09
C -0.517 4.302 -0.692 0.23 0.16 0.10
C -1.765 4.397 -1.274 -0.17 -0.09 -0.07
C -2.410 3.237 -1.676 0.10 0.16 0.05
C -1.766 2.033 -1.458 0.00 -0.10 0.00
N -0.558 1.943 -0.910 -0.20 -0.21 -0.03
H 3.323 3.789 0.105 0.04 0.00 -0.01
H 2.319 4.165 1.490 0.02 0.01 0.00
H 1.992 4.952 -0.065 0.00 -0.02 0.00
H 5.376 0.826 1.196 -0.01 0.05 -0.01
H 5.302 -0.727 0.444 0.05 0.00 0.03
H -0.007 5.193 -0.357 -0.02 0.00 -0.01
H -2.234 5.363 -1.408 0.02 0.00 0.01
H -3.388 3.259 -2.135 0.00 -0.02 0.00
H -2.237 1.097 -1.725 0.03 -0.03 0.01
Br -2.635 0.362 -7.113 0.07 0.01 0.09
C -1.502 0.386 -5.583 -0.08 0.07 -0.18
C -0.555 1.413 -5.438 0.01 -0.04 0.05
C 0.272 1.429 -4.349 0.02 0.12 -0.12
C 0.192 0.450 -3.320 0.35 0.08 0.24
O 1.024 0.491 -2.343 -0.36 -0.17 -0.13
C -0.793 -0.563 -3.479 -0.04 0.11 -0.15
C -0.962 -1.637 -2.558 -0.24 -0.33 -0.20
N -0.628 -1.675 -1.314 0.33 0.44 0.00
C -0.854 -2.861 -0.584 0.02 -0.20 0.19
C -1.736 -3.861 -0.910 -0.11 0.10 -0.26
C -1.855 -5.014 -0.120 -0.12 -0.17 0.00
C -1.118 -5.165 1.017 0.09 0.10 0.05
C -0.248 -4.126 1.416 -0.23 -0.21 -0.15
C 0.470 -4.153 2.626 0.21 -0.05 0.36
C 1.177 -3.056 2.994 0.16 -0.23 0.59
C 1.227 -1.940 2.144 1.03 -0.07 1.11
N 0.678 -1.919 0.993 -1.37 -0.09 -1.51
C -0.122 -2.983 0.619 0.39 0.61 -0.02
C -1.598 -0.592 -4.641 -0.02 -0.12 0.12
H -0.477 2.180 -6.198 0.00 0.00 0.00
H 1.023 2.200 -4.233 0.00 0.00 0.00
H -1.432 -2.521 -2.991 0.00 0.02 0.03
H -2.374 -3.775 -1.780 0.02 0.02 0.00
H -2.556 -5.782 -0.420 0.01 0.01 0.00
H -1.215 -6.045 1.639 0.01 -0.01 -0.01
H 0.424 -5.038 3.248 -0.01 0.05 0.05
H 1.695 -2.995 3.941 0.01 -0.10 0.01
H 1.781 -1.060 2.434 0.14 0.12 0.05
H -2.315 -1.396 -4.764 0.01 0.01 0.00
N -0.651 0.294 1.108 0.31 -0.26 0.06
C -0.724 0.262 2.485 0.21 0.62 -0.63
C -1.312 -0.786 3.169 -0.49 -0.42 -0.43
C -1.326 -0.805 4.537 0.01 -0.12 0.97
C -0.742 0.216 5.284 -0.32 -0.47 0.15
C -0.158 1.270 4.615 0.18 0.25 -0.14
C -0.149 1.293 3.233 0.22 0.33 -0.11
H -1.765 -1.584 2.596 -0.07 -0.11 0.00
H -1.786 -1.645 5.046 -0.01 0.03 0.02
H -0.759 0.184 6.366 0.00 -0.01 0.00
H 0.304 2.080 5.166 0.00 0.01 -0.01
H 0.324 2.110 2.703 0.00 0.00 -0.01

---

(2)
74
Properties=species:S:1:pos:R:3:forces:R:3 method="wB97M-V/def2-TZVPD" fmax_ha_per_bohr=0.0382 energy_ev=-174263.46327 total_charge=+1 e_above_lowest_kcal_mol=29.16 spin_multiplicity=1 homo_lumo_gap_ev=6.9040
Ir 0.905 -2.679 0.155 -0.37 1.30 0.68
C -6.035 9.081 -0.790 0.01 -0.02 0.03
O -5.799 8.331 0.394 0.01 -0.01 -0.01
C -5.068 7.203 0.296 -0.03 0.05 -0.02
C -4.871 6.503 1.488 0.03 -0.04 0.01
C -4.137 5.338 1.487 -0.01 0.02 0.01
C -3.582 4.840 0.306 -0.01 0.02 -0.03
C -3.783 5.547 -0.875 0.01 -0.02 0.02
C -4.519 6.720 -0.890 0.00 0.00 0.00
C -2.802 3.605 0.268 -0.05 0.06 0.01
N -2.195 3.123 -0.794 0.06 -0.10 0.07
C -1.602 1.965 -0.371 -0.06 0.08 -0.03
C -1.852 1.736 0.962 0.03 -0.03 -0.02
N -2.623 2.799 1.365 0.03 -0.03 -0.07
C -1.383 0.582 1.654 0.01 0.00 0.04
C -1.635 0.282 2.999 -0.01 -0.06 0.09
C -1.135 -0.877 3.536 0.03 0.08 -0.18
C -0.403 -1.746 2.724 -0.26 0.30 0.18
N -0.154 -1.479 1.452 -0.58 -0.36 -0.10
C -0.616 -0.329 0.905 0.01 0.34 0.32
C -0.297 -0.066 -0.468 -0.19 0.03 -0.07
N 0.462 -0.983 -1.096 0.41 -0.82 -0.08
C 0.597 -0.916 -2.408 -0.04 0.31 -0.13
C 0.078 0.148 -3.157 -0.07 0.04 0.13
C -0.608 1.153 -2.519 0.06 -0.16 -0.04
C -0.826 1.041 -1.139 -0.01 0.05 0.00
H -6.637 9.931 -0.486 0.00 0.01 -0.02
H -6.583 8.489 -1.526 -0.01 0.01 0.00
H -5.097 9.433 -1.225 0.00 0.01 0.00
H -5.303 6.898 2.396 0.00 -0.01 0.01
H -3.998 4.825 2.432 0.00 0.00 0.01
H -3.356 5.165 -1.791 0.00 0.00 0.00
H -4.660 7.246 -1.822 0.00 -0.01 0.00
H -3.019 2.955 2.274 0.00 0.00 0.00
H -2.223 0.960 3.605 0.00 -0.01 0.02
H -1.310 -1.147 4.567 -0.01 0.01 0.01
H -0.042 -2.683 3.114 -0.05 0.01 -0.01
H 1.136 -1.710 -2.895 0.04 -0.05 0.07
H 0.225 0.149 -4.227 -0.02 0.04 -0.01
H -1.024 2.001 -3.045 0.03 0.00 -0.04
F 1.707 -4.428 5.009 -0.04 0.03 0.00
C 2.951 -4.481 4.502 -0.03 -0.08 0.13
F 3.101 -5.689 3.945 0.02 -0.05 -0.06
F 3.807 -4.395 5.524 0.06 0.04 0.03
C 3.166 -3.384 3.500 -0.50 -0.31 -0.32
C 4.147 -2.438 3.644 0.22 0.42 -0.20
C 4.302 -1.429 2.678 0.11 -0.19 0.34
C 3.447 -1.407 1.611 -0.41 -0.31 -0.09
N 2.482 -2.341 1.491 0.30 0.69 -1.02
C 2.328 -3.326 2.369 -0.09 -0.53 0.14
S 0.986 -4.333 1.798 0.80 -0.26 0.42
H 4.802 -2.475 4.504 0.00 0.00 0.00
H 5.072 -0.678 2.766 0.02 -0.03 0.06
H 3.494 -0.665 0.826 -0.01 0.00 -0.02
O -1.073 -3.161 -0.520 1.75 -0.40 -0.80
Cl -2.633 -4.012 -3.073 -0.44 -0.04 -0.13
Ge -1.049 -4.408 -1.727 -0.85 0.50 0.75
Cl -1.230 -6.301 -0.767 -0.03 -0.21 0.12
Cl 0.555 -4.715 -3.086 0.57 0.10 -0.38
C 3.931 -2.054 -5.002 0.00 0.00 0.00
C 4.697 -2.064 -3.678 0.06 -0.01 -0.01
C 3.995 -2.879 -2.643 -0.16 -0.08 0.15
N 3.025 -2.439 -1.924 0.33 -0.08 -0.05
N 2.490 -3.392 -1.098 -0.80 -0.18 0.26
C 3.092 -4.555 -1.177 0.11 -0.42 0.13
N 2.809 -5.637 -0.441 -0.01 0.08 -0.20
S 4.364 -4.560 -2.343 0.00 0.20 -0.03
H 4.460 -1.454 -5.740 0.00 0.00 0.00
H 2.937 -1.629 -4.862 -0.01 -0.01 -0.01
H 3.817 -3.062 -5.401 -0.01 0.00 0.00
H 4.799 -1.052 -3.286 -0.01 0.00 -0.01
H 5.704 -2.457 -3.826 0.01 0.02 0.00
H 2.026 -5.627 0.202 0.07 0.07 0.01
H 3.263 -6.512 -0.632 -0.03 -0.01 -0.05

---

(3)
62
Properties=species:S:1:pos:R:3:forces:R:3 method="wB97M-V/def2-TZVPD" fmax_ha_per_bohr=0.0525 energy_ev=-85848.93027 e_above_lowest_kcal_mol=7.28 spin_multiplicity=3 homo_lumo_gap_ev="6.0670 / 6.0726"
C -0.897 -2.465 2.821 0.34 -0.05 -0.36
C -0.833 -2.588 1.397 0.55 -0.13 0.50
C 0.545 -2.620 1.022 -0.16 -0.06 0.66
H -1.684 -2.723 0.733 0.23 0.12 0.12
C 1.327 -2.501 2.216 -0.34 -0.06 -0.42
C 0.439 -2.394 3.320 -0.37 -0.17 -0.34
H 0.730 -2.354 4.367 -0.07 0.08 -0.25
H -1.807 -2.512 3.419 0.30 0.19 -0.18
H 0.936 -2.786 0.019 -0.12 0.22 0.27
H 2.414 -2.585 2.273 -0.43 0.24 -0.03
Pr 0.093 -0.022 1.947 -0.14 -1.07 -1.01
Cl 1.832 0.962 0.339 0.17 0.10 -0.10
P 0.149 -0.173 -3.053 0.05 -0.20 2.69
C 1.420 -1.297 -3.548 0.60 -0.73 -0.73
C 1.258 -2.212 -4.610 0.48 0.28 0.51
H 0.352 -2.179 -5.220 0.29 -0.04 0.16
C 2.257 -3.154 -4.851 0.03 -0.06 0.12
H 2.121 -3.874 -5.656 0.11 0.11 0.12
C 3.410 -3.190 -4.060 -0.33 0.26 0.06
H 4.181 -3.929 -4.253 -0.10 0.09 0.00
C 3.564 -2.284 -3.003 0.05 0.04 -0.06
H 4.452 -2.309 -2.373 -0.17 -0.09 -0.19
C 2.577 -1.346 -2.727 -0.65 -0.09 -0.58
H 2.642 -0.661 -1.876 0.08 -0.26 -0.30
C -1.492 -0.733 -3.372 -1.11 -0.18 -0.32
C -1.836 -2.063 -3.003 -0.14 0.74 -0.28
H -1.052 -2.761 -2.700 -0.26 0.20 -0.13
C -3.173 -2.440 -2.980 0.00 0.08 -0.13
H -3.434 -3.452 -2.674 0.02 0.17 -0.10
C -4.182 -1.535 -3.331 0.22 0.29 -0.03
H -5.226 -1.845 -3.316 0.25 0.06 -0.01
C -3.846 -0.219 -3.674 0.01 -0.29 0.18
H -4.628 0.496 -3.925 0.13 -0.17 0.06
C -2.516 0.198 -3.674 0.24 -0.72 0.05
H -2.263 1.240 -3.874 -0.05 -0.32 -0.08
C 0.457 1.521 -3.439 0.11 0.84 -0.72
C 1.097 1.919 -4.630 -0.33 0.35 0.64
H 1.342 1.175 -5.393 -0.05 0.27 0.27
C 1.401 3.268 -4.809 0.01 0.20 0.17
H 1.902 3.589 -5.722 -0.12 -0.02 0.22
C 1.076 4.210 -3.821 -0.08 -0.46 0.05
H 1.325 5.261 -3.966 -0.04 -0.26 0.02
C 0.440 3.803 -2.638 0.02 0.19 -0.30
H 0.192 4.522 -1.859 0.11 -0.06 -0.23
C 0.126 2.468 -2.439 0.34 -0.36 -0.72
H -0.332 2.126 -1.508 0.18 0.10 -0.33
O -1.739 1.050 3.231 0.58 0.73 1.55
C -0.884 1.458 4.096 1.04 -0.68 -1.95
N 0.421 1.410 3.729 0.42 0.55 0.56
S 1.568 1.750 4.923 -1.54 -0.24 -1.45
O 2.292 0.526 5.157 -0.22 0.77 0.29
O 2.255 2.970 4.601 -0.22 -0.63 0.51
C 0.233 2.010 6.074 0.33 0.19 1.34
C 0.383 2.239 7.434 -0.26 0.04 -0.08
C -0.773 2.287 8.225 0.12 -0.06 -0.33
C -2.044 2.145 7.649 0.17 0.03 -0.11
C -2.184 1.950 6.273 0.69 0.00 -0.17
C -1.018 1.865 5.492 -0.95 -0.05 1.00
H 1.384 2.361 7.844 -0.29 -0.07 0.09
H -0.672 2.413 9.301 -0.07 0.04 -0.20
H -2.928 2.170 8.287 0.24 0.04 -0.19
H -3.150 1.845 5.789 0.10 -0.04 0.16